*w*
The following is a quantum chemistry calculation of an isolated molecule of C4H9N3O2, from the OMol25 dataset.

Each line ends with the natural charge from an NBO analysis.
Geometry (Å):
N  -0.22  -1.64  -1.03  -0.67
N  0.32  -1.09  0.16  -0.31
C  -0.63  -0.76  1.18  -0.11
N  -1.35  0.53  0.98  0.10
O  -2.41  0.66  1.64  -0.55
C  -0.85  1.42  0.19  -0.02
C  0.39  1.24  -0.62  -0.50
C  1.21  0.03  -0.14  0.25
O  2.03  0.32  0.94  -0.69
H  -0.38  -2.63  -0.89  0.36
H  -1.09  -1.19  -1.31  0.33
H  -0.13  -0.71  2.15  0.21
H  -1.40  -1.54  1.25  0.23
H  -1.41  2.34  0.09  0.22
H  1.01  2.14  -0.55  0.24
H  0.13  1.10  -1.67  0.23
H  1.88  -0.32  -0.93  0.20
H  1.51  0.74  1.64  0.46

Calculated values
**SMILES string**: NN1C[N+]([O-])=CC[C@H]1O
**Spin multiplicity**: 1
**HOMO**: -8.74 eV
**Total charge**: 0

*x*
The following is a quantum chemistry calculation of an isolated molecule of C4H9N3O2, from the OMol25 dataset.

Each line ends with the natural charge from an NBO analysis.
Geometry (Å):
C  -0.93  1.84  -1.20  -0.43
N  -1.08  1.46  0.18  -0.50
C  -0.76  0.36  0.68  0.48
N  -0.72  0.10  2.02  -0.83
C  -0.68  -1.12  -0.29  0.48
O  -1.21  -1.29  -1.37  -0.62
N  0.73  -0.81  -0.29  -0.14
C  1.71  -1.09  0.74  -0.43
O  1.33  -0.79  -1.56  -0.56
H  0.12  2.09  -1.42  0.20
H  -1.26  1.04  -1.88  0.20
H  -1.54  2.73  -1.37  0.20
H  -1.02  -0.82  2.29  0.39
H  -1.15  0.83  2.58  0.40
H  1.32  -1.81  1.46  0.22
H  2.62  -1.49  0.32  0.23
H  1.94  -0.15  1.26  0.22
H  0.59  -1.08  -2.14  0.49

Calculated values
**SMILES string**: C/N=C(/N)C(=O)N(C)O
**Spin multiplicity**: 1
**HOMO**: -8.73 eV
**Total charge**: 0

Most stable: *w* (next structure +0.0352 hartree)